one | 51
Properties=species:S:1:pos:R:3:mulliken_charge:R:1 method="wB97M-V/def2-TZVPD" molar_mass_g_mol=410.49 smiles="COc1cccc(S(=O)(=O)NCc2ccc(C(=O)Nc3ccc(C)cc3)cc2)c1" e_lumo_ev=0.3 gap_ha=0.3221
C 2.7441 -0.2752 -0.6041 -0.84
O 1.6690 -0.3082 -1.5221 -0.42
C 1.1367 0.8643 -1.9382 0.19
C 1.5014 2.1209 -1.4602 -0.30
C 0.8919 3.2611 -1.9580 -0.97
C -0.0933 3.1728 -2.9244 -0.79
C -0.4592 1.9200 -3.3814 0.18
S -1.7605 1.8097 -4.6122 1.42
O -2.0104 0.4397 -4.9439 -0.66
O -1.4610 2.7417 -5.6570 -0.73
N -3.1421 2.3929 -3.8652 -0.31
C -3.8215 1.4888 -2.9592 -1.42
C -2.9624 1.0857 -1.7901 0.90
C -2.4975 2.0425 -0.8937 -0.36
C -1.6134 1.6939 0.1063 -0.76
C -1.1974 0.3735 0.2513 1.30
C -0.1676 0.0752 1.2878 0.35
O 0.6803 0.8954 1.5906 -0.68
N -0.2650 -1.1698 1.8260 -0.05
C 0.5649 -1.7973 2.7618 0.73
C 0.2565 -3.1065 3.1264 -0.67
C 1.0403 -3.7815 4.0397 -0.80
C 2.1508 -3.1743 4.6152 0.82
C 3.0097 -3.9206 5.5895 -1.42
C 2.4485 -1.8692 4.2469 -0.91
C 1.6719 -1.1802 3.3341 -0.28
C -1.6794 -0.5900 -0.6290 -0.80
C -2.5486 -0.2314 -1.6424 -0.99
C 0.1427 0.7757 -2.9188 0.01
H 3.6078 0.2460 -1.0274 0.40
H 3.0034 -1.3167 -0.4210 0.26
H 2.4530 0.1983 0.3365 0.31
H 2.2504 2.2202 -0.6923 0.38
H 1.1934 4.2268 -1.5814 0.41
H -0.5621 4.0506 -3.3397 0.47
H -2.9912 3.3219 -3.5052 0.35
H -4.0746 0.6105 -3.5550 0.37
H -4.7433 1.9734 -2.6238 0.47
H -2.8188 3.0700 -0.9903 0.43
H -1.2247 2.4364 0.7865 0.45
H -1.0422 -1.7361 1.5150 0.17
H -0.6046 -3.5950 2.6904 0.37
H 0.7861 -4.7960 4.3113 0.37
H 3.5712 -3.2336 6.2177 0.36
H 2.4053 -4.5657 6.2234 0.37
H 3.7220 -4.5496 5.0542 0.28
H 3.3043 -1.3756 4.6842 0.32
H 1.9145 -0.1651 3.0699 0.51
H -1.3369 -1.6132 -0.5699 0.32
H -2.8902 -0.9742 -2.3470 0.28
H -0.1523 -0.1828 -3.3119 0.63


two | 51
Properties=species:S:1:pos:R:3:mulliken_charge:R:1 method="wB97M-V/def2-TZVPD" molar_mass_g_mol=410.49 smiles="CC(C)(C)c1ccc(-c2nnc(SCC(=O)c3ccc4c(c3)OCCO4)o2)cc1" e_lumo_ev=0.2 gap_ha=0.3132
C 5.7718 0.1629 -1.0175 -1.63
C 4.8309 0.3124 0.1865 2.02
C 4.8042 1.7765 0.6489 -1.59
C 5.3819 -0.5411 1.3319 -2.10
C 3.4276 -0.0969 -0.2287 0.74
C 2.7278 -1.1278 0.3904 -0.22
C 1.4507 -1.4715 -0.0101 -1.23
C 0.8365 -0.7815 -1.0517 0.65
C -0.5070 -1.1037 -1.4573 0.52
N -1.2533 -0.4711 -2.3127 -0.31
N -2.4594 -1.0638 -2.3202 -0.65
C -2.3948 -2.0392 -1.4699 0.58
S -3.6732 -3.1039 -1.0083 -0.25
C -3.1908 -3.4561 0.7280 -0.92
C -2.3832 -2.3694 1.4301 0.48
O -1.4385 -2.6955 2.1118 -0.59
C -2.7608 -0.9669 1.1942 0.25
C -1.7488 -0.0067 1.3022 -0.87
C -1.9742 1.2920 0.9095 -0.79
C -3.2250 1.6718 0.4319 0.64
C -4.2750 0.7397 0.4233 0.69
C -4.0325 -0.5750 0.7830 -0.66
O -5.5458 1.0820 0.0588 -0.46
C -5.7498 2.4731 -0.0580 -0.47
C -4.5686 3.1190 -0.7788 -0.47
O -3.3905 2.9442 -0.0183 -0.46
O -1.1786 -2.1445 -0.8948 -0.24
C 1.5224 0.2561 -1.6819 -1.43
C 2.7955 0.5843 -1.2708 -0.38
H 5.7717 -0.8667 -1.3692 0.38
H 6.7870 0.4299 -0.7323 0.45
H 5.4705 0.8042 -1.8408 0.34
H 4.4804 2.4395 -0.1484 0.33
H 5.7977 2.0852 0.9664 0.44
H 4.1219 1.8933 1.4882 0.39
H 5.4403 -1.5889 1.0469 0.43
H 6.3863 -0.2053 1.5815 0.43
H 4.7666 -0.4463 2.2235 0.42
H 3.1694 -1.6812 1.2023 0.46
H 0.9217 -2.2678 0.4926 0.50
H -4.1340 -3.6115 1.2542 0.47
H -2.6146 -4.3823 0.7511 0.48
H -0.7750 -0.3161 1.6497 0.63
H -1.1892 2.0302 0.9338 0.44
H -4.8590 -1.2653 0.7389 0.43
H -6.6779 2.6033 -0.6159 0.35
H -5.8529 2.9203 0.9407 0.28
H -4.7076 4.1948 -0.8913 0.34
H -4.4445 2.6521 -1.7645 0.31
H 1.0365 0.7874 -2.4845 0.50
H 3.3053 1.3914 -1.7740 0.34


The winner here is one, beating the second structure by 1.099 eV.


one | 14
Properties=species:S:1:pos:R:3:mulliken_charge:R:1 method="wB97M-V/def2-TZVPD" molar_mass_g_mol=116.10 smiles="C[C@@H](C=O)NC(=O)[O-]" e_lumo_ev=3.7 gap_ha=0.2857 charge=-1
C 0.4217 2.1181 1.0126 -1.29
C 0.3669 0.7064 0.2994 0.65
C 0.9065 -0.4131 1.2538 -0.20
O 1.9682 -0.2640 1.8434 -0.58
N -0.9718 0.2248 -0.1437 -0.38
C -0.9161 -0.6905 -1.1905 0.53
O 0.1503 -1.3656 -1.3796 -0.73
O -1.9578 -0.7615 -1.9074 -0.80
H 0.7776 2.6204 0.2515 0.41
H -0.5828 2.1898 1.3262 0.36
H 1.0210 2.2025 1.9580 0.25
H 1.0919 0.7505 -0.3924 0.27
H 0.2644 -1.2816 1.2982 0.36
H -1.7287 0.7482 -0.1377 0.15


two | 14
Properties=species:S:1:pos:R:3:mulliken_charge:R:1 method="wB97M-V/def2-TZVPD" molar_mass_g_mol=116.10 smiles="CN(C=O)CC(=O)[O-]" e_lumo_ev=3.9 gap_ha=0.2997 charge=-1
C 0.1637 -1.0934 -0.9971 -0.96
N -0.3614 0.2062 -0.6026 0.10
C -0.0234 1.3750 -1.1862 0.13
O 0.1481 1.4754 -2.4026 -0.62
C -0.6961 0.2347 0.8157 -0.84
C 0.5588 -0.2180 1.8311 0.62
O 1.6823 -0.1555 1.3298 -0.66
O 0.2339 -0.5336 2.9927 -0.76
H -0.6618 -1.7422 -1.3295 0.29
H 0.8461 -0.9906 -1.8311 0.33
H 0.5460 -1.6648 -0.1728 0.34
H 0.1726 2.2938 -0.6337 0.39
H -1.0357 1.1953 1.1687 0.39
H -1.5731 -0.3822 1.0176 0.25


The winner here is two, beating the second structure by 1.030 eV.


one | 20
Properties=species:S:1:pos:R:3:mulliken_spin:R:1 method="wB97M-V/def2-TZVPD" molar_mass_g_mol=99.18 e_lumo_ev="4.1 / 4.0" gap_ha="0.1011 / 0.2869" charge=-1 s2=0.750 multiplicity=2
C 2.0229 -1.4802 0.1581 0.76
C 1.4226 -0.2340 -0.5016 0.29
N 0.1821 2.0771 0.7549 0.19
C -0.5954 1.0140 0.2785 2.45
C -0.0616 -0.0838 -0.3005 -1.44
C -0.9366 -1.1844 -0.8506 1.00
C -2.0815 1.1919 0.3923 0.33
H 1.6281 -2.3988 -0.2839 -0.03
H 1.7775 -1.5208 1.2215 -0.19
H 3.1116 -1.5023 0.0576 -0.17
H 1.9639 0.6460 -0.1571 -0.21
H 1.6383 -0.2950 -1.5795 -0.19
H 1.0854 1.7942 1.1379 -0.56
H -0.3029 2.6246 1.4555 -0.08
H -1.7843 -0.7469 -1.3837 -0.11
H -0.3546 -1.7918 -1.5477 0.01
H -1.3238 -1.8495 -0.0762 -0.24
H -2.5909 0.2423 0.5583 -0.07
H -2.3177 1.8846 1.2013 -1.05
H -2.4833 1.6128 -0.5351 0.33


two | 20
Properties=species:S:1:pos:R:3:mulliken_spin:R:1 method="wB97M-V/def2-TZVPD" molar_mass_g_mol=99.18 e_lumo_ev="3.6 / 3.6" gap_ha="0.0802 / 0.2842" charge=-1 s2=0.750 multiplicity=2
C -1.2847 -0.7900 -3.3579 0.08
C -0.0939 -0.9174 -2.3587 -0.15
C -0.0807 0.0875 -1.2452 -0.23
C 0.2710 -0.2978 0.0002 0.96
N 0.5041 0.5381 1.0477 -0.63
C 0.3578 0.0763 2.4137 1.07
C 0.3860 1.1812 3.4414 2.34
H -0.9271 -0.5524 -4.3621 0.02
H -1.8112 -1.7396 -3.4160 -0.01
H -1.9622 0.0010 -3.0532 -0.05
H 0.8339 -0.8852 -2.9452 -0.07
H -0.1142 -1.9215 -1.9658 -0.03
H -0.0365 1.1535 -1.4328 -0.02
H 0.3181 -1.3332 0.3071 0.17
H 0.8125 1.4829 0.9238 -0.17
H -0.6119 -0.4313 2.5214 -0.14
H 1.1103 -0.7006 2.6222 -0.24
H 0.2762 0.7445 4.4380 -1.07
H -0.5070 1.7962 3.2935 -0.22
H 1.2720 1.8118 3.3866 -0.61


The winner here is one, beating the second structure by 0.783 eV.


one | 7
Properties=species:S:1:pos:R:3:mulliken_charge:R:1 method="wB97M-V/def2-TZVPD" molar_mass_g_mol=122.95 e_lumo_ev=-0.3 gap_ha=0.3476
C 0.6487 0.4326 -0.3073 -0.64
N -0.3226 -0.5178 -0.7071 -0.11
N -1.3509 -1.1002 -0.0963 -0.06
Br -1.8494 -0.9496 1.7862 -0.09
H 0.5440 0.9816 0.6008 0.34
H 0.7185 1.1761 -1.0616 0.28
H 1.6117 -0.0228 -0.2147 0.28


two | 7
Properties=species:S:1:pos:R:3:mulliken_charge:R:1 method="wB97M-V/def2-TZVPD" molar_mass_g_mol=122.95 e_lumo_ev=0.6 gap_ha=0.3569
C -1.6616 -0.4289 0.0595 -0.40
N -0.6317 0.2528 -0.1133 0.46
N 0.3879 0.7242 -0.1196 -0.52
Br 3.7095 0.1596 0.3174 -0.21
H -2.1805 -0.1964 1.0842 0.20
H -2.1914 -0.5981 -0.8506 0.24
H 2.5679 0.0869 -0.3776 0.23


The winner here is two, beating the second structure by 0.415 eV.


one | 17
Properties=species:S:1:pos:R:3:mulliken_charge:R:1 method="wB97M-V/def2-TZVPD" molar_mass_g_mol=132.12 e_lumo_ev=-0.4 gap_ha=0.3037
C 0.1767 0.2410 0.4942 0.84
C 0.1538 -1.2063 -0.5610 -0.95
C 0.1108 1.6401 -0.0678 -1.59
C -1.1555 -0.7174 0.0340 1.09
C 1.8012 -0.2747 -0.2459 -0.07
O 0.3583 0.0262 1.7982 -0.59
O -1.9691 -0.1547 -0.9557 -0.52
O -1.6897 -1.2241 1.0651 -0.83
O 2.6372 -0.7541 0.4457 -0.43
H -0.4608 -0.4992 2.0553 0.41
H -2.8628 -0.1761 -0.5876 0.35
H 0.2212 -1.0537 -1.6323 0.35
H 0.5000 -2.1237 -0.1035 0.37
H 1.9814 0.3192 -1.1534 0.40
H -0.8253 2.0761 0.2857 0.33
H 0.0778 1.6340 -1.1550 0.39
H 0.9447 2.2473 0.2841 0.45


two | 17
Properties=species:S:1:pos:R:3:mulliken_charge:R:1 method="wB97M-V/def2-TZVPD" molar_mass_g_mol=132.12 e_lumo_ev=0.4 gap_ha=0.3007
C -1.6504 1.6634 -0.4471 -1.11
C -1.3551 0.1994 -0.3480 0.87
O -1.8619 -0.6740 -0.9858 -0.48
O -0.8587 -0.0741 1.1432 -0.46
C 0.0194 -1.0147 0.7546 0.66
O -0.4065 -2.3076 0.7629 -0.61
C 1.1639 -0.7099 0.0748 0.41
C 1.8673 0.6058 0.1325 -1.19
O 1.9415 -1.7185 -0.4267 -0.58
H -0.9111 2.1606 -1.0709 0.26
H -1.6323 2.1446 0.5251 0.33
H -2.6536 1.7874 -0.8566 0.34
H -1.3643 -2.3151 0.5961 0.36
H 2.9424 0.4354 0.0507 0.44
H 1.7270 1.1146 1.1093 0.27
H 1.5585 1.2623 -0.6874 0.20
H 1.4740 -2.5595 -0.3266 0.31


three | 17
Properties=species:S:1:pos:R:3:mulliken_charge:R:1 method="wB97M-V/def2-TZVPD" molar_mass_g_mol=132.12 e_lumo_ev="-0.4 / -0.4" gap_ha="0.3125 / 0.3126"
C -1.2921 -0.2887 -1.3451 -0.60
C -0.4867 -1.0540 -1.9921 0.62
C -1.0900 0.0591 0.0616 -0.42
C 0.4767 0.0341 0.4193 0.75
C 0.6868 -0.0052 1.9716 -0.55
O 1.0145 -1.0186 -0.2465 -0.80
O -0.0769 -1.6074 -3.0856 -0.42
O 1.0865 1.2770 0.0552 -0.58
O 0.0639 1.1178 2.5162 -0.55
H -2.1369 0.0684 -2.0039 0.31
H -1.6812 1.1186 0.2522 0.25
H -1.4740 -0.7016 0.6986 0.28
H 1.7734 0.0051 2.1216 0.27
H 0.2212 -0.8701 2.3827 0.36
H 0.7225 -1.1182 -3.3087 0.41
H 1.8844 1.0618 -0.3735 0.33
H 0.3079 1.9219 1.8765 0.35


four | 17
Properties=species:S:1:pos:R:3:mulliken_charge:R:1 method="wB97M-V/def2-TZVPD" molar_mass_g_mol=132.12 smiles="O=C1CC[C@@H](COO)O1" e_lumo_ev=0.7 gap_ha=0.3964
O 1.7236 0.5256 2.3397 -0.57
C 1.4157 0.5479 1.1627 0.54
C 1.9600 -0.2167 -0.0116 -0.51
C 0.6237 -0.6820 -0.6026 -0.60
C -0.1368 0.6305 -0.5112 0.45
C -1.6615 0.5452 -0.4257 -1.14
O -2.1796 -0.7399 -0.5855 -0.23
O -2.0733 -1.4819 0.6338 -0.34
O 0.3590 1.2759 0.6714 -0.37
H 2.3436 0.5472 -0.6727 0.30
H 2.6702 -0.9778 0.2358 0.35
H 0.6991 -1.1172 -1.5775 0.40
H 0.1894 -1.3784 0.1022 0.33
H 0.1342 1.2212 -1.3792 0.30
H -2.0909 1.1265 -1.2263 0.33
H -1.9892 1.0082 0.5010 0.44
H -1.9871 -0.8343 1.3457 0.34


The winner here is two, beating the second structure by 1.374 eV.